Entry 1:
The following is a quantum chemistry calculation of the ion C8H18NO2 with charge +1 at a distorted geometry, from the Open Molecules 2025 dataset.

Structure (XYZ):
```
29
C8H18NO2, DFT ωB97M-V/def2-TZVPD
H -0.6707 3.4664 -0.3802
N -0.9889 -0.5081 1.0720
H -1.0172 0.2863 -2.2209
H -1.1688 -1.3378 -1.5365
H -1.4961 2.6646 -1.6716
H 1.1965 -1.1143 2.2520
H 1.4699 1.5102 0.7561
H -3.4204 -0.1414 -2.0618
C -2.9177 -0.2645 -1.1551
O 1.1991 -1.4579 -0.4678
C 0.8641 -0.2724 -0.0518
C -1.3737 -0.2951 -1.4039
C -0.6655 2.5075 -0.9715
H 0.8141 0.4790 2.7959
H -1.8174 -1.0901 0.9920
C 1.7274 0.4719 0.8519
H 2.8145 -2.0123 0.6782
H 0.2437 2.5572 -1.6273
C 2.3493 -2.0998 -0.3017
H 2.7029 0.2707 0.5111
H 2.4651 0.1943 2.8000
C 1.5016 -0.0560 2.2016
H 3.1215 -1.8554 -1.0697
C -0.5618 0.0911 -0.1365
H -3.3988 -1.1186 -0.7024
H -3.2181 0.4842 -0.4117
H 2.1158 -3.1306 -0.5152
H -1.1635 0.2489 1.6832
O -0.7070 1.5220 0.0918
```

Output
**Gap between HOMO and LUMO**: 9.5 eV
**LUMO energy**: -0.174 Ha
**HOMO**: -14.2156 eV
**Energy above the lowest of the compared OMol25 structures with the same formula, charge and spin**: 214.2 kJ/mol
**Charge**: +1

natural (NBO) population analysis, charges in e, atoms 1 to 4:
1 H 0.225
2 N -0.801
3 H 0.232
4 H 0.226

Entry 2:
The following is a quantum chemistry calculation of a cluster of 2 separate species, C8H18NO2 in total at a distorted geometry, from the Open Molecules 2025 dataset.

Structure (XYZ):
```
29
C8H18NO2, DFT ωB97M-V/def2-TZVPD
H -1.9842 -2.0487 1.3141
O 4.0541 -0.1631 0.1908
H -2.3143 1.2642 -0.9270
C -2.2514 -1.2687 0.5893
C -3.5823 -1.2645 0.4172
H -0.9173 -1.7823 -1.5564
C -2.2417 1.7123 1.0809
O -0.3010 1.8109 -0.4193
C -1.2042 -0.2655 -0.0304
C 2.8423 -0.0083 -0.0341
H -1.1340 -0.1061 -2.1336
C -1.5813 1.1900 -0.1292
H -0.4843 2.7420 -0.7525
H 2.4981 2.1170 0.2436
H -2.9364 2.5128 0.7955
C 4.6137 -1.5106 0.0480
C -0.6692 -0.7893 -1.3629
H 4.5753 -2.0119 1.0246
H -0.3553 -0.2529 0.7579
H 2.2547 -0.9118 -0.3886
H -4.2430 -2.0495 0.7766
H -4.1690 -0.4893 0.0199
N 2.2597 1.1652 -0.0673
H 5.7232 -1.2327 -0.2073
H -2.7152 0.9677 1.5838
H 0.3934 -0.6120 -1.3986
H 4.0270 -2.1219 -0.6864
H -1.4850 2.3580 1.6078
H 1.3275 1.0489 -0.3563
```

Output
**Gap between HOMO and LUMO (alpha / beta)**: 4.5 / 9.4 eV
**LUMO energy (alpha / beta)**: -0.131 / -0.170 Ha
**HOMO (alpha / beta)**: -8.0982 / -14.0516 eV
**Charge**: +1
**Spin multiplicity**: 3

natural (NBO) population analysis, charges in e, atoms 1 to 4:
1 H 0.188
2 O -0.408
3 H 0.179
4 C -0.128

Entry 3:
The following is a quantum chemistry calculation of a cluster of 4 separate species, C8H18NO3P in total at a distorted geometry, from the Open Molecules 2025 dataset.

Structure (XYZ):
```
31
C8H18NO3P, DFT ωB97M-V/def2-TZVPD
C -0.1839 -1.2312 -0.0615
O 2.1598 2.8844 2.7610
H 2.2464 2.4926 1.8825
O 1.2753 -0.6026 -3.2930
C -0.7564 -1.5147 1.2738
C 3.4355 2.8086 3.3814
H 0.9109 -1.5738 -5.0794
H -4.8643 -0.7045 -0.8983
H 1.4867 -0.2575 -1.1128
H 3.3650 3.2446 4.3769
C 1.0707 -0.4836 -0.0955
H -1.3398 -3.1929 -1.5373
N 1.7830 -0.0179 0.9671
C -0.0134 -1.0114 2.4419
P -1.0885 -1.7916 -1.5895
H 3.7475 1.7637 3.4665
H 4.1693 3.3671 2.7947
H 2.3209 -0.4885 -5.0500
C 1.2155 -0.2807 2.1745
H -0.4031 -1.1692 3.4776
H 1.7562 0.1173 3.0727
H -2.3754 -1.1709 -1.4722
H 2.4051 -2.0617 -4.2233
H -3.8419 1.8650 -0.2688
O -4.1326 -0.0788 -0.8515
H 0.7713 -1.2743 -2.7976
C 1.7535 -1.2213 -4.4779
H -1.7274 -2.0570 1.3963
H -5.0640 0.9738 0.6668
H -5.4301 1.5263 -0.9942
C -4.6519 1.1408 -0.3312
```

Output
**Gap between HOMO and LUMO**: 9.4 eV
**LUMO energy**: 0.016 Ha
**HOMO**: -8.9513 eV
**Energy above the lowest of the compared OMol25 structures with the same formula, charge and spin**: 408.6 kJ/mol

natural (NBO) population analysis, charges in e, atoms 1 to 4:
1 C -0.379
2 O -0.731
3 H 0.475
4 O -0.763

Entry 4:
The following is a quantum chemistry calculation of a structure of composition C8H18NOP at a distorted geometry, from the Open Molecules 2025 dataset.

Structure (XYZ):
```
29
C8H18NOP, DFT ωB97M-V/def2-TZVPD
N 1.6917 -0.1334 1.5520
H -2.0106 -2.1976 -1.5997
H 1.8978 1.3533 -0.9265
O 1.2559 -0.8300 -0.8441
H 0.6653 1.9548 0.9831
H -0.0923 -2.0629 1.6623
H -2.3104 0.0735 -1.0510
C 0.1272 1.5116 0.1559
H -1.3417 0.0769 2.8031
H 4.6340 0.6610 2.1456
H 3.9093 1.7009 0.8912
H -2.1611 -1.3296 -3.1826
C -1.7131 -0.3999 1.9025
H -2.2304 0.3272 1.2970
H -0.8604 1.9409 0.1602
H -1.1356 0.5229 -2.2336
H -1.6838 -1.8701 0.5586
H 1.2503 3.0187 -1.0154
H 4.3334 -0.1065 0.4831
C -0.8373 -1.3291 1.1170
C 0.9686 2.0192 -1.0426
C -1.3204 -0.2334 -1.4115
P 0.0315 -0.3053 -0.1585
H 0.5274 1.9676 -2.0405
H -2.5413 -1.0408 2.2090
C 4.0900 0.7239 1.2064
H -0.6481 -1.9421 -2.7161
C -1.4968 -1.5129 -2.3159
C 2.7557 0.2442 1.5737
```

Output
**Gap between HOMO and LUMO**: 9.8 eV
**LUMO energy**: 0.029 Ha
**HOMO**: -9.0100 eV
**Energy above the lowest of the compared OMol25 structures with the same formula, charge and spin**: 117.8 kJ/mol

natural (NBO) population analysis, charges in e, atoms 1 to 4:
1 N -0.396
2 H 0.188
3 H 0.227
4 O -1.132

Entry 5:
The following is a quantum chemistry calculation of a structure of composition C8H18O2 at a distorted geometry, from the Open Molecules 2025 dataset.

Structure (XYZ):
```
28
C8H18O2, DFT ωB97M-V/def2-TZVPD
H -2.0104 1.1267 -2.4513
C -1.6854 0.1605 -0.5743
H -2.1161 -1.9039 -0.5156
H -1.8265 -1.0711 1.1216
H -3.1823 1.6111 0.2684
H 3.4287 0.9835 -0.2663
H -2.1868 -0.7240 -2.4528
C 2.0736 -1.4655 -0.1414
H -1.5915 1.3939 1.1236
H -3.4293 -0.9829 0.2662
H -1.7187 2.2689 -0.5123
C -2.0729 1.4654 0.1413
O 0.5859 -0.0573 1.4197
H 2.0108 -1.1268 2.4512
H 1.5923 -1.3941 -1.1237
C 2.3118 1.0491 -0.1392
H 3.1830 -1.6106 -0.2684
H 3.4455 -0.3285 1.7947
H -3.4454 0.3292 -1.7946
C 2.3780 -0.2275 1.9606
O -0.5859 0.0565 -1.4197
H 1.7197 -2.2692 0.5121
C -2.3781 0.2276 -1.9606
C -2.3124 -1.0490 0.1393
H 2.1863 0.7240 2.4528
H 2.1151 1.9038 0.5158
H 1.8256 1.0711 -1.1215
C 1.6853 -0.1607 0.5742
```

Output
**Gap between HOMO and LUMO (alpha / beta)**: 9.0 / 9.0 eV
**LUMO energy (alpha / beta)**: -0.013 / -0.012 Ha
**HOMO (alpha / beta)**: -9.3772 / -9.3780 eV
**Energy above the lowest of the compared OMol25 structures with the same formula, charge and spin**: 693.2 kJ/mol

natural (NBO) population analysis, charges in e, atoms 1 to 4:
1 H 0.225
2 C 0.250
3 H 0.218
4 H 0.233

Entry 6:
The following is a quantum chemistry calculation of a cluster of 2 separate species, C8H18O2Si in total at a distorted geometry, from the Open Molecules 2025 dataset.

Structure (XYZ):
```
29
C8H18O2Si, DFT ωB97M-V/def2-TZVPD
C -1.3905 -1.7373 0.4746
Si -1.1272 0.1103 0.1324
H 0.1399 -2.1975 1.9468
C -2.6899 2.0464 -0.7250
H -2.1255 -2.1002 1.2571
C -0.0585 -2.4638 0.8148
H -1.3684 -1.8904 -1.7901
H 0.9480 1.8906 2.3517
H -1.8248 -3.3568 -0.8965
C -1.8417 -2.2411 -0.8578
H -0.3801 -3.4895 0.7210
C 4.5105 1.6415 0.1391
H -2.0431 2.4205 -0.0199
C 3.6689 1.1964 -0.5954
O -0.6578 0.9867 1.3591
H -2.9573 -2.0338 -0.9285
H 1.7157 1.3836 -1.6690
C 2.7574 0.8356 -1.6707
H 5.2677 1.7196 0.8005
H -2.2960 2.1621 -1.7765
O -2.5908 0.6274 -0.5427
H 1.0104 0.1690 2.3149
H 2.5111 -0.2300 -1.3778
H 3.2254 1.0321 -2.6735
H 0.7741 -1.9444 0.2720
H -3.6872 2.2704 -0.5156
H 1.3563 1.1230 0.8291
H 0.0728 0.2968 -0.7843
C 0.6920 1.0565 1.7854
```

Output
**Gap between HOMO and LUMO (alpha / beta)**: 5.4 / 7.3 eV
**LUMO energy (alpha / beta)**: 0.032 / -0.091 Ha
**HOMO (alpha / beta)**: -4.5290 / -9.7704 eV
**Energy above the lowest of the compared OMol25 structures with the same formula, charge and spin**: 210.9 kJ/mol
**Spin multiplicity**: 3

natural (NBO) population analysis, charges in e, atoms 1 to 4:
1 C -0.704
2 Si 1.951
3 H 0.197
4 C -0.242